1.
{"formula": "C10H22IN2", "method": "ωB97M-V with the def2-TZVPD basis set", "species": ["C", "C", "C", "C", "C", "C", "C", "C", "C", "C", "N", "N", "I", "H", "H", "H", "H", "H", "H", "H", "H", "H", "H", "H", "H", "H", "H", "H", "H", "H", "H", "H", "H", "H", "H"], "positions_angstrom": [[-1.055, -0.805, -3.261], [0.108, -0.337, -2.906], [-0.887, -3.108, 3.315], [-1.450, 1.709, -1.422], [0.690, 2.706, 0.336], [2.252, 1.182, -0.656], [0.042, -2.270, 2.498], [0.034, -1.187, 0.276], [0.154, 0.312, 0.638], [0.057, 1.555, -1.693], [-0.659, -1.906, 1.308], [0.718, 1.399, -0.381], [0.786, 3.088, -3.024], [-1.163, -1.484, -4.007], [-2.038, -0.304, -2.912], [1.084, -0.534, -3.048], [-0.849, -4.135, 2.866], [-0.566, -3.197, 4.294], [-1.960, -2.924, 3.295], [-1.646, 2.772, -1.168], [-1.784, 1.546, -2.393], [-1.957, 0.963, -0.801], [0.941, 2.590, 1.368], [1.477, 3.431, -0.032], [-0.277, 3.133, 0.247], [2.652, 1.007, 0.340], [2.489, 0.408, -1.252], [2.790, 2.073, -1.192], [0.272, -1.404, 3.144], [0.850, -2.950, 2.419], [-0.473, -1.365, -0.683], [1.049, -1.560, 0.305], [0.725, 0.416, 1.611], [-0.806, 0.748, 0.964], [-1.599, -1.572, 1.608]], "nbo_charge": [-0.435, -0.017, -0.600, -0.746, -0.429, -0.398, -0.236, -0.246, -0.212, -0.005, -0.615, -0.351, 0.264, 0.240, 0.223, 0.183, 0.211, 0.218, 0.208, 0.231, 0.242, 0.237, 0.234, 0.250, 0.229, 0.222, 0.217, 0.254, 0.150, 0.212, 0.228, 0.209, 0.236, 0.219, 0.372], "e_above_lowest_kcal_mol": 50.91, "gap_ev": 8.7, "total_charge": 1}

***

2.
{"formula": "C4H6INOS", "method": "ωB97M-V with the def2-TZVPD basis set", "species": ["C", "C", "C", "C", "N", "O", "S", "I", "H", "H", "H", "H", "H", "H"], "positions_angstrom": [[0.538, -1.102, -1.228], [0.071, 0.315, -1.452], [-0.521, 0.317, -0.026], [-0.043, 1.349, 1.009], [0.057, -1.022, 0.092], [1.048, -2.018, -1.777], [0.000, -2.308, 1.271], [-2.712, 0.204, -0.138], [0.847, 1.062, -1.538], [-0.632, 0.266, -2.165], [-0.295, 1.049, 2.017], [-0.365, 2.324, 0.772], [0.993, 1.514, 1.097], [1.013, -1.948, 2.066]], "nbo_charge": [0.699, -0.528, 0.125, -0.667, -0.625, -0.534, 0.208, 0.046, 0.239, 0.240, 0.233, 0.231, 0.225, 0.108], "e_above_lowest_kcal_mol": 27.82, "gap_ev": 9.9}

***

3.
{"formula": "C3H4N2O", "method": "ωB97M-V with the def2-TZVPD basis set", "species": ["C", "C", "N", "O", "C", "N", "H", "H", "H", "H"], "positions_angstrom": [[1.268, -0.545, 0.499], [0.065, 0.152, -0.068], [0.150, 1.351, -0.516], [-1.179, 1.718, -0.841], [-2.054, 0.776, -0.557], [-1.292, -0.240, -0.050], [2.153, 0.076, 0.312], [1.173, -0.676, 1.583], [1.426, -1.528, 0.049], [-1.710, -1.084, -0.411]], "nbo_charge": [-0.655, 0.331, -0.147, -0.330, 0.298, -0.654, 0.252, 0.240, 0.231, 0.434], "e_above_lowest_kcal_mol": 70.86, "gap_ev": 10.4}

***

4.
{"formula": "CH2FMgOTl", "method": "ωB97M-V with the def2-TZVPD basis set", "species": ["C", "O", "Mg", "Tl", "F", "H", "H"], "positions_angstrom": [[-0.564, 0.373, -0.102], [0.795, -0.011, -0.413], [2.236, 0.997, 0.528], [0.726, -2.141, 0.015], [-1.164, -0.929, 0.278], [-1.092, 0.691, -1.014], [-0.937, 1.019, 0.708]], "nbo_charge": [0.305, -1.112, 0.094, 0.830, -0.458, 0.160, 0.181], "gap_ev": 5.3}

***

5.
{"formula": "C16H42F3O22P4SZn", "method": "ωB97M-V with the def2-TZVPD basis set", "species": ["Zn", "C", "F", "F", "F", "S", "O", "O", "O", "C", "O", "P", "O", "O", "C", "O", "C", "H", "H", "H", "H", "H", "H", "H", "H", "H", "C", "O", "P", "O", "O", "C", "O", "C", "H", "H", "H", "H", "H", "H", "H", "H", "H", "C", "O", "P", "O", "O", "C", "O", "C", "H", "H", "H", "H", "H", "H", "H", "H", "H", "C", "O", "P", "O", "O", "C", "O", "C", "H", "H", "H", "H", "H", "H", "H", "H", "H", "C", "O", "C", "O", "O", "C", "H", "H", "H", "H", "H", "H"], "positions_angstrom": [[0.888, 0.096, -0.443], [4.878, 2.032, 4.046], [5.085, 0.930, 4.751], [3.660, 2.554, 4.250], [5.774, 2.989, 4.352], [5.204, 1.812, 2.204], [3.924, 1.495, 1.575], [5.690, 3.146, 1.841], [6.224, 0.786, 2.230], [-2.797, 6.629, 0.386], [-1.435, 6.235, 0.461], [-0.893, 5.233, 1.636], [-0.827, 3.855, 1.110], [-1.848, 5.529, 2.867], [-1.730, 4.788, 4.063], [0.485, 5.926, 1.981], [0.453, 7.155, 2.666], [-3.264, 6.277, -0.534], [-2.774, 7.701, 0.585], [-3.270, 6.183, 1.260], [-1.031, 5.269, 4.748], [-1.312, 3.813, 3.813], [-2.743, 4.718, 4.460], [-0.351, 7.436, 3.347], [0.492, 7.956, 1.928], [1.462, 7.190, 3.075], [-5.182, 0.218, 0.207], [-5.176, -0.903, -0.703], [-4.294, -0.872, -2.095], [-2.828, -0.567, -1.903], [-5.089, 0.216, -3.035], [-4.464, 0.998, -4.033], [-4.433, -2.335, -2.722], [-4.158, -2.578, -4.096], [-4.333, 0.020, 0.861], [-5.997, 0.147, 0.928], [-5.191, 1.220, -0.220], [-5.067, 1.902, -3.953], [-4.468, 0.547, -5.025], [-3.437, 1.240, -3.758], [-4.975, -3.076, -4.619], [-3.378, -3.338, -4.133], [-3.740, -1.718, -4.619], [-1.894, -3.982, 4.137], [-1.267, -3.294, 5.126], [0.091, -2.479, 4.752], [0.187, -1.872, 3.384], [0.075, -1.424, 6.028], [-0.280, -1.695, 7.356], [1.358, -3.508, 5.102], [1.238, -4.827, 4.694], [-1.595, -3.715, 3.124], [-2.929, -3.687, 4.311], [-1.737, -5.045, 4.318], [-1.093, -1.115, 7.793], [0.626, -1.318, 7.831], [-0.333, -2.733, 7.684], [2.230, -5.276, 4.741], [0.824, -4.898, 3.688], [0.657, -5.462, 5.363], [0.046, -7.321, -1.757], [0.363, -5.951, -1.399], [1.678, -5.291, -1.981], [1.698, -3.917, -1.445], [2.862, -6.396, -1.501], [4.220, -6.138, -1.828], [1.383, -5.464, -3.539], [2.283, -5.089, -4.550], [0.313, -7.484, -2.801], [-0.994, -7.641, -1.821], [0.625, -8.102, -1.264], [4.701, -5.652, -0.979], [4.306, -5.380, -2.606], [4.839, -7.002, -2.073], [3.254, -4.684, -4.268], [1.785, -4.236, -5.010], [2.299, -5.736, -5.427], [1.118, 3.771, -7.184], [0.993, 3.029, -5.997], [1.577, 3.293, -4.861], [1.631, 2.525, -3.922], [2.162, 4.442, -4.932], [3.175, 4.898, -4.041], [1.292, 4.840, -7.064], [0.186, 3.616, -7.729], [1.888, 3.317, -7.808], [2.651, 5.545, -3.338], [3.949, 5.442, -4.582], [3.826, 4.243, -3.462]], "mulliken_charge": [1.234, 0.640, -0.188, -0.202, -0.222, 1.114, -0.417, -0.448, -0.475, -0.583, -0.328, 0.934, -0.587, -0.264, -0.735, -0.224, -0.721, 0.227, 0.274, 0.254, 0.267, 0.349, 0.244, 0.343, 0.279, 0.266, -0.612, -0.363, 0.997, -0.585, -0.291, -0.664, -0.364, -0.556, 0.266, 0.273, 0.276, 0.257, 0.263, 0.339, 0.263, 0.248, 0.248, -0.749, -0.285, 0.921, -0.588, -0.364, -0.676, -0.270, -0.612, 0.375, 0.247, 0.265, 0.282, 0.316, 0.299, 0.269, 0.317, 0.244, -0.731, -0.290, 0.965, -0.601, -0.327, -0.538, -0.266, -0.669, 0.298, 0.326, 0.289, 0.280, 0.158, 0.268, 0.255, 0.276, 0.299, -0.590, -0.340, 0.875, -0.625, -0.341, -0.690, 0.296, 0.254, 0.270, 0.282, 0.278, 0.320], "e_above_lowest_kcal_mol": 353.27, "gap_ev": 2.9, "total_charge": 1}

***

6.
{"formula": "C4H6NO3", "method": "ωB97M-V with the def2-TZVPD basis set", "species": ["O", "C", "C", "C", "N", "C", "O", "O", "H", "H", "H", "H", "H", "H"], "positions_angstrom": [[0.755, 2.138, -0.368], [0.206, 1.194, 0.303], [1.027, -0.091, 0.431], [1.774, -0.449, -0.843], [0.054, -1.161, 0.723], [-1.141, -0.684, 0.210], [-0.979, 0.509, -0.417], [-2.168, -1.317, 0.219], [-0.235, 1.541, 1.270], [1.771, 0.027, 1.223], [2.454, -1.294, -0.699], [1.070, -0.763, -1.622], [2.313, 0.386, -1.288], [-0.198, -1.526, -0.296]], "nbo_charge": [-0.855, 0.393, -0.133, -0.618, -0.589, 0.775, -0.575, -0.661, 0.072, 0.185, 0.186, 0.188, 0.243, 0.390], "e_above_lowest_kcal_mol": 71.07, "gap_ev": 7.7, "total_charge": -1}

***

7.
{"formula": "C7H11ClGaOS", "method": "ωB97M-V with the def2-TZVPD basis set", "species": ["C", "C", "C", "C", "C", "Ga", "S", "C", "C", "O", "Cl", "H", "H", "H", "H", "H", "H", "H", "H", "H", "H", "H"], "positions_angstrom": [[3.919, -0.064, 0.540], [3.100, 0.657, 0.046], [2.000, 1.495, -0.499], [0.712, 0.633, -0.476], [-0.598, 1.454, -0.512], [-2.131, 0.208, 0.107], [-2.557, 0.343, 2.370], [-1.772, -1.689, -0.623], [-0.974, -2.686, 0.211], [-0.774, -3.780, -0.197], [-0.250, -2.294, 1.804], [4.400, -0.933, 0.912], [1.870, 2.315, 0.209], [2.269, 1.856, -1.493], [0.721, 0.120, 0.492], [0.699, -0.147, -1.242], [-0.520, 2.265, 0.223], [-0.827, 1.851, -1.507], [-3.479, 0.723, -0.638], [-1.749, 1.358, 2.758], [-1.216, -1.557, -1.557], [-2.707, -2.178, -0.908]], "nbo_charge": [-0.320, 0.041, -0.482, -0.392, -0.883, 1.042, -0.660, -0.994, 0.579, -0.550, -0.101, 0.227, 0.225, 0.218, 0.206, 0.195, 0.193, 0.197, -0.355, 0.130, 0.240, 0.244], "gap_ev": 7.8, "total_charge": -1}

***

8.
{"formula": "C14H7N3O4Rh", "method": "ωB97M-V with the def2-TZVPD basis set", "species": ["O", "C", "Rh", "O", "C", "C", "O", "C", "O", "N", "C", "C", "C", "C", "C", "C", "C", "N", "C", "C", "N", "C", "H", "H", "H", "H", "H", "H", "H"], "positions_angstrom": [[-0.202, -0.301, -4.910], [-1.028, -0.444, -4.124], [-2.329, -0.669, -2.886], [-2.597, -3.507, -3.684], [-2.493, -2.403, -3.373], [-3.326, 0.598, -3.704], [-3.961, 1.406, -4.225], [-3.631, -0.895, -1.647], [-4.457, -1.038, -0.862], [3.220, 0.304, 6.362], [2.783, 0.280, 5.290], [2.240, 0.259, 3.958], [1.261, -0.678, 3.604], [0.724, -0.687, 2.311], [1.158, 0.245, 1.348], [2.153, 1.179, 1.724], [2.685, 1.183, 3.013], [0.573, 0.281, 0.020], [0.870, 1.180, -0.942], [0.043, 0.972, -2.006], [-0.759, -0.085, -1.742], [-0.426, -0.489, -0.497], [0.907, -1.397, 4.333], [-0.039, -1.415, 2.079], [2.525, 1.924, 1.040], [3.439, 1.917, 3.274], [1.595, 1.978, -0.885], [0.009, 1.582, -2.898], [-0.938, -1.282, 0.028]], "nbo_charge": [-0.264, 0.597, 0.381, -0.243, 0.565, 0.560, -0.243, 0.575, -0.250, 0.117, 0.667, -0.283, -0.086, -0.236, 0.260, -0.239, -0.081, -0.363, 0.079, 0.168, -0.690, 0.192, 0.272, 0.246, 0.251, 0.273, 0.276, 0.262, 0.237], "gap_ev": [5.2, 3.8], "multiplicity": 5, "total_charge": 3}